No. 1
{
  "formula": "C8H21NOSi",
  "method": "ωB97M-V/def2-TZVPD",
  "smiles": "CN[Si@@H](OC)C(C)(C)C.C=C",
  "relative_energy_kcal_mol": 22.4,
  "energy_ha": -736.919698,
  "gap_ev": 9.653,
  "lumo_energy_ha": 0.031,
  "species": ["C", "C", "C", "C", "C", "C", "C", "C", "N", "O", "Si", "H", "H", "H", "H", "H", "H", "H", "H", "H", "H", "H", "H", "H", "H", "H", "H", "H", "H", "H", "H", "H"],
  "coordinates": [[4.846859, 1.693778, -0.622394], [-3.165506, -0.758592, -0.317660], [-1.389591, -2.460947, 0.038411], [-2.308807, -1.213821, 1.972277], [1.201473, -0.724600, -1.710385], [-0.827496, 2.898859, 0.407211], [4.744534, 0.899473, 0.422186], [-1.917328, -1.103003, 0.497423], [0.285901, 0.286984, -1.235165], [-1.351895, 1.611473, 0.506590], [-0.552320, 0.222563, 0.268833], [3.982333, 2.131476, -1.094846], [0.522422, 0.028162, 1.255141], [5.801785, 1.947029, -1.054831], [-2.925533, -0.657168, -1.376513], [-3.921935, -1.539395, -0.207082], [-3.590946, 0.183691, 0.029058], [-2.158070, -3.228149, 0.147960], [-0.526553, -2.759471, 0.628735], [-1.091328, -2.429298, -1.007139], [-1.447284, -1.490762, 2.577318], [-2.694770, -0.266877, 2.340105], [-3.077505, -1.975131, 2.108498], [1.505216, -1.340243, -0.869472], [0.755117, -1.372259, -2.469863], [2.092681, -0.258317, -2.140127], [-1.567047, 3.597672, 0.800783], [-0.613017, 3.145241, -0.634766], [0.098699, 2.991157, 0.979100], [5.609026, 0.462537, 0.895850], [3.788581, 0.649451, 0.855794], [-0.107698, 0.828486, -1.991031]],
  "forces_ev_per_angstrom": [[0.06, 0.17, -0.23], [0.22, 0.31, 0.07], [0.12, 0.18, -0.07], [0.25, 0.23, -0.12], [0.21, 0.12, -0.13], [0.22, 0.44, -0.03], [-0.08, -0.18, 0.24], [0.14, -0.01, -0.05], [-0.61, 0.32, -0.06], [-0.62, 0.03, 0.09], [-0.26, -0.94, -0.23], [-0.19, 0.05, -0.04], [0.15, -0.17, 0.30], [0.17, 0.01, -0.04], [-0.07, 0.00, -0.12], [-0.01, -0.06, -0.01], [-0.08, 0.02, -0.08], [-0.06, -0.07, 0.03], [0.17, -0.16, 0.08], [0.04, -0.09, -0.18], [0.06, -0.04, 0.17], [-0.09, 0.12, 0.14], [-0.09, -0.09, 0.00], [0.19, -0.18, 0.04], [0.03, -0.10, 0.05], [0.07, -0.16, 0.04], [0.10, 0.05, -0.04], [0.01, 0.15, -0.01], [0.05, 0.12, 0.05], [0.17, -0.04, 0.04], [-0.17, -0.01, 0.02], [-0.09, 0.02, 0.09]],
  "nbo_charge": [-0.3853, -0.6062, -0.6101, -0.6075, -0.3967, -0.2297, -0.3819, -0.4894, -1.0923, -0.9016, 1.8641, 0.1917, -0.2576, 0.1904, 0.2022, 0.2005, 0.2172, 0.2049, 0.2044, 0.2046, 0.2061, 0.2128, 0.2019, 0.1957, 0.1780, 0.1876, 0.1838, 0.1667, 0.1707, 0.1909, 0.1946, 0.3895]
}

=====

No. 2
{
  "formula": "C23H56B2N4O9PSi",
  "method": "ωB97M-V/def2-TZVPD",
  "energy_ha": -2486.908915,
  "total_charge": -1,
  "gap_ev": 4.805,
  "lumo_energy_ha": 0.065,
  "species": ["C", "C", "C", "C", "N", "C", "C", "C", "O", "Si", "C", "C", "C", "O", "C", "C", "C", "N", "C", "C", "C", "C", "O", "O", "N", "B", "O", "C", "C", "P", "N", "O", "O", "B", "C", "O", "H", "H", "H", "H", "H", "H", "H", "H", "H", "H", "H", "H", "H", "H", "H", "H", "H", "H", "H", "H", "H", "H", "H", "H", "H", "H", "H", "H", "H", "H", "H", "H", "H", "H", "H", "H", "H", "H", "H", "H", "H", "H", "H", "H", "H", "H", "H", "H", "H", "C", "C", "C", "O", "H", "H", "H", "H", "H", "H", "H"],
  "coordinates": [[-0.896193, 1.236051, 3.887900], [0.300324, 0.304376, 4.095500], [0.556079, -0.713255, 2.978773], [-0.693011, -1.360871, 2.321192], [-1.440092, -0.613687, 1.330873], [-0.752670, -0.198718, 0.127695], [0.210829, -1.259489, -0.409395], [-0.383600, -2.571094, -0.923744], [-1.357786, -3.168266, -0.065829], [-2.225829, -4.424456, -0.763468], [-2.427412, -5.814848, 0.507920], [-1.403443, -5.169471, -2.261735], [-3.965610, -3.759847, -1.161931], [-0.146555, 1.101601, 0.453646], [0.684061, 1.707420, -0.497866], [2.164304, 1.346287, -0.356770], [2.785864, 1.578303, 1.041435], [3.686945, 0.506380, 1.478784], [0.431292, 3.277991, -0.387449], [1.489930, 4.122685, -1.128424], [1.511533, 4.134868, -2.671063], [1.943763, 2.862327, -3.344128], [1.254607, 2.077082, -3.882530], [3.299295, 2.686469, -3.340931], [0.518896, 3.605012, 1.065157], [-0.214724, 4.791075, 1.556679], [0.322039, 6.085688, 1.365557], [-1.585082, 4.732429, 2.357680], [-1.648504, 5.752774, 3.521935], [-1.217561, 3.651580, -1.127846], [-1.415489, 5.154562, -1.456883], [-2.410432, 3.183995, -0.161253], [-1.374791, 2.829195, -2.526265], [-1.967123, -0.082052, -0.941386], [-3.490633, 0.111332, -0.509893], [-1.720085, -0.193223, -2.276015], [-1.808687, 0.640284, 4.001059], [-0.965416, 2.031969, 4.626133], [-0.900443, 1.602115, 2.863200], [0.242004, -0.186186, 5.066912], [1.188623, 0.943260, 4.152497], [1.095319, -1.543104, 3.442173], [1.211713, -0.351981, 2.193463], [-1.388035, -1.574391, 3.141684], [-0.387339, -2.343025, 1.981165], [-1.973978, 0.153420, 1.706040], [0.992845, -1.530068, 0.301691], [0.752526, -0.855879, -1.263841], [0.456340, -3.274940, -1.006338], [-0.775904, -2.492121, -1.937197], [-1.446316, -6.258071, 0.665658], [-2.865790, -5.397232, 1.413074], [-3.088537, -6.544333, 0.041108], [-0.415355, -5.563378, -2.025744], [-1.260066, -4.381290, -3.009185], [-2.041430, -5.911404, -2.746217], [-3.866630, -2.777196, -1.619720], [-4.501478, -3.694315, -0.212689], [-4.520690, -4.437449, -1.807851], [0.433919, 1.466143, -1.537689], [2.786184, 1.878887, -1.069853], [2.331156, 0.297228, -0.596607], [3.295908, 2.548889, 1.033427], [1.967354, 1.678544, 1.754027], [3.835568, -0.182581, 0.751566], [4.581516, 0.915082, 1.712900], [2.504347, 3.881832, -0.814723], [1.356029, 5.161255, -0.837004], [2.262627, 4.877052, -2.948438], [0.594435, 4.466703, -3.140233], [3.475007, 1.735188, -3.388684], [1.497798, 3.848752, 1.213978], [0.989843, 6.191826, 2.062082], [-2.350747, 5.041903, 1.643725], [-1.791092, 3.741099, 2.757332], [-1.280627, 5.340873, 4.460272], [-2.694426, 6.020658, 3.661606], [-1.131096, 6.683365, 3.301557], [-1.554359, 5.277938, -2.450684], [-2.081327, 2.611393, 0.557956], [-2.322874, 2.622080, -2.563331], [-3.845211, -0.874549, -0.206927], [-4.108254, 0.400574, -1.365189], [-3.632554, 0.800827, 0.319244], [-2.522738, 0.011329, -2.771156], [2.905247, -4.696971, -2.726822], [2.829079, -5.215809, -1.273604], [3.785723, -6.419392, -1.142068], [1.563997, -5.617772, -1.007200], [2.596653, -5.466046, -3.439441], [2.259604, -3.824153, -2.862260], [3.931800, -4.391367, -2.990479], [3.269544, -4.405098, -0.637437], [3.498277, -7.229831, -1.816573], [3.784122, -6.805618, -0.120248], [4.823155, -6.135125, -1.386023]],
  "forces_ev_per_angstrom": [[-0.44, -1.01, -0.08], [0.52, 0.92, -0.36], [-0.51, -0.66, -0.02], [0.18, 0.37, 1.60], [0.95, -0.51, -0.53], [-1.45, -0.70, -0.34], [0.33, -0.11, 0.28], [0.55, -0.67, 0.02], [-0.25, -0.11, -0.53], [-0.13, -0.82, 0.48], [0.09, 0.94, -0.73], [-0.28, 0.80, -0.31], [0.68, -0.28, 0.33], [0.08, -0.15, -0.40], [0.50, 1.16, -0.96], [0.69, -0.21, 0.93], [-0.66, 0.03, -0.13], [0.15, 0.43, -0.11], [0.61, -1.72, 0.50], [-0.25, 0.37, -0.82], [0.59, 0.21, -0.29], [1.22, 0.85, 0.39], [-1.59, -1.44, -0.75], [0.38, 0.31, 0.86], [-0.46, 1.07, -0.16], [-0.63, 0.40, -0.04], [0.56, -0.74, 0.82], [0.68, 0.49, 0.11], [-0.45, -0.13, -0.27], [-0.79, 2.00, -1.18], [0.25, -0.03, 0.47], [0.93, -0.77, 0.39], [-0.13, -0.58, 1.16], [-0.47, 0.48, 0.25], [0.57, -0.17, -0.26], [0.15, 0.18, -0.10], [-0.13, 0.10, -0.01], [0.21, 0.19, -0.08], [0.18, 0.43, 0.09], [-0.20, -0.14, 0.02], [0.11, -0.07, 0.11], [0.14, -0.06, -0.08], [0.06, 0.36, 0.08], [-0.14, -0.06, -0.07], [-0.22, -0.01, -0.62], [0.00, -0.06, 0.15], [-0.08, 0.19, 0.32], [-0.14, 0.14, -0.17], [0.02, -0.03, -0.02], [-0.15, 0.47, -0.02], [0.01, -0.04, 0.24], [0.03, -0.30, 0.21], [-0.13, -0.17, 0.20], [0.29, -0.15, 0.20], [0.07, -0.05, -0.10], [-0.03, -0.16, 0.19], [-0.25, 0.09, -0.08], [-0.10, 0.26, -0.04], [-0.01, 0.02, -0.16], [-0.38, -0.40, 0.13], [-0.18, 0.10, -0.27], [-0.37, -0.14, -0.03], [0.16, -0.04, 0.08], [-0.02, -0.10, 0.11], [0.03, 0.04, 0.02], [0.10, -0.30, 0.03], [-0.06, -0.38, 0.33], [-0.33, 0.06, 0.10], [0.07, 0.06, 0.05], [-0.33, -0.13, 0.24], [-0.10, 0.08, -0.45], [0.06, -0.17, -0.14], [0.01, 0.45, -0.36], [-0.14, -0.27, -0.12], [-0.22, -0.11, -0.28], [0.12, -0.02, 0.01], [-0.06, 0.04, 0.31], [0.15, -0.02, -0.07], [0.01, 0.32, 0.05], [-0.10, -0.11, -0.18], [0.23, -0.20, -0.30], [-0.02, -0.04, 0.22], [-0.10, 0.26, 0.09], [-0.21, 0.01, 0.02], [0.19, -0.29, -0.11], [0.71, 0.40, -0.08], [-0.69, -1.18, -0.88], [0.78, 0.28, 0.03], [-0.26, 0.66, 0.51], [-0.11, -0.09, 0.15], [-0.09, -0.05, 0.07], [-0.04, 0.04, -0.06], [-0.21, 0.10, 0.22], [-0.20, 0.08, -0.01], [-0.14, 0.03, 0.00], [0.01, -0.06, 0.03]],
  "mulliken_charge": [-0.6065, -1.0778, 0.6041, -1.2435, -0.0587, 0.0778, -0.9715, -1.3871, -0.1837, 0.5623, -1.1990, -0.9221, -1.0360, 1.0226, -0.8845, -1.0457, -0.5658, -0.5189, 0.6309, -1.4416, -0.5718, 0.4236, -0.5173, -0.5413, 0.2028, -0.0165, -0.4684, 0.2956, -1.6470, 1.2959, -0.9871, -0.6056, -0.5260, 0.6013, -1.1237, -0.7643, 0.3967, 0.4983, -0.1718, 0.3890, 0.3333, 0.6705, -0.7473, 0.8206, 0.1559, 0.4908, 0.3090, 0.4410, 0.1967, 0.5387, 0.2845, 0.2968, 0.3613, 0.1863, 0.2906, 0.4459, 0.1352, 0.2558, 0.4391, 0.5938, 0.1262, 0.6403, 0.5229, -0.3270, 0.2695, 0.2755, 0.4531, 0.3525, 0.6048, 0.2291, 0.3814, 0.2550, 0.3029, 0.2872, -0.0050, 0.3398, 0.4177, 0.3370, 0.3347, 0.1784, 0.3435, 0.3553, 0.4571, 0.1410, 0.2688, -1.2955, 0.7945, -1.6111, -0.8003, 0.2800, 0.2096, 0.4248, -0.0633, 0.3443, 0.3510, 0.4081]
}

=====

No. 3
{
  "formula": "C32H35NO5OsSbSi",
  "method": "ωB97M-V/def2-TZVPD",
  "spin_multiplicity": 5,
  "relative_energy_kcal_mol": 0.0,
  "energy_ha": -2291.448815,
  "total_charge": 1,
  "gap_ev": [8.490, 5.577],
  "lumo_energy_ha": [-0.078, -0.197],
  "species": ["Os", "O", "C", "C", "N", "C", "C", "O", "O", "C", "C", "O", "O", "H", "H", "H", "H", "H", "H", "H", "H", "H", "C", "Si", "C", "C", "C", "C", "C", "C", "C", "H", "H", "H", "H", "H", "H", "H", "H", "H", "H", "H", "C", "C", "C", "C", "C", "C", "Sb", "C", "C", "C", "C", "C", "C", "C", "C", "C", "C", "C", "C", "H", "H", "H", "H", "H", "H", "H", "H", "H", "H", "H", "H", "H", "H", "H"],
  "coordinates": [[-0.736603, -1.944271, -0.939777], [-2.363686, -0.921029, 0.739963], [-2.485341, -1.785843, 1.867177], [-2.425406, -3.235765, 1.415635], [-1.209264, -3.489265, 0.683113], [-1.398683, -4.691537, -0.133494], [-2.351255, -4.254925, -1.275589], [-3.246161, -4.969581, -1.637954], [-2.120823, -2.983418, -1.770182], [0.026501, -3.432016, 1.487783], [0.586729, -2.005772, 1.591709], [1.123249, -1.589999, 2.568016], [0.427755, -1.216790, 0.490861], [-3.208585, -0.852895, 0.267905], [-1.703831, -1.559771, 2.569286], [-3.430794, -1.611175, 2.367357], [-2.479035, -3.845830, 2.294393], [-3.269514, -3.462406, 0.763884], [-0.432375, -4.993123, -0.594386], [-1.892042, -5.515300, 0.366132], [-0.124522, -3.796307, 2.487271], [0.835687, -3.975885, 0.998189], [2.194433, -3.780054, -2.461420], [0.918769, -2.489804, -2.760469], [-0.105267, -3.159687, -4.140593], [1.654041, -0.922890, -3.382347], [3.002718, -0.808401, -3.664983], [3.508415, 0.285610, -4.346222], [2.603530, 1.252719, -4.800000], [1.252149, 1.154206, -4.531836], [0.784242, 0.106861, -3.773961], [2.714781, -4.104846, -3.367565], [1.717439, -4.668392, -2.036787], [2.943478, -3.463004, -1.744567], [0.569872, -3.336632, -4.991080], [-0.896834, -2.465890, -4.425137], [-0.578338, -4.120764, -3.872305], [3.656202, -1.638999, -3.456576], [4.541649, 0.302317, -4.636679], [2.975823, 2.077599, -5.381325], [0.531586, 1.828695, -4.972070], [-0.276343, -0.031750, -3.584129], [1.513742, 3.403397, 5.795872], [0.881762, 2.189076, 5.844936], [0.505694, 1.548711, 4.670504], [0.866895, 2.099585, 3.466197], [1.526004, 3.311713, 3.404470], [1.856621, 3.968615, 4.573317], [0.056721, 1.209744, 1.677254], [1.133270, 2.200918, 0.113715], [0.775267, 3.491961, -0.284854], [1.556675, 4.159433, -1.214580], [2.657569, 3.554063, -1.768822], [3.026474, 2.286730, -1.361364], [2.245054, 1.601312, -0.450131], [-1.894266, 2.062057, 1.526190], [-2.650730, 2.280281, 2.690740], [-3.961135, 2.725816, 2.628421], [-4.538434, 2.905525, 1.357217], [-3.780910, 2.718513, 0.219070], [-2.464202, 2.310048, 0.283772], [1.778634, 3.910153, 6.735278], [0.591838, 1.755421, 6.778692], [-0.050009, 0.615918, 4.730850], [1.766081, 3.745171, 2.439249], [2.375502, 4.927824, 4.558990], [-0.141665, 3.983701, 0.110529], [1.294440, 5.170132, -1.500731], [3.230421, 4.134674, -2.481730], [3.916146, 1.804829, -1.733439], [2.555905, 0.623468, -0.133031], [-2.168145, 2.181789, 3.640017], [-4.551837, 2.922324, 3.516123], [-5.583518, 3.236680, 1.271397], [-4.253721, 2.889870, -0.733689], [-1.906490, 2.186557, -0.647668]],
  "forces_ev_per_angstrom": [[0.42, 0.07, -0.84], [-0.04, 0.13, -0.23], [-0.94, -0.42, -0.64], [-0.20, 1.15, 0.40], [1.29, -0.69, -0.17], [0.36, 0.54, -1.37], [-0.29, 0.16, -0.43], [0.61, 0.74, -0.08], [-0.58, -1.59, 0.23], [-0.02, 0.60, -0.46], [-0.71, 0.37, -1.58], [0.51, 0.37, 1.02], [0.57, -0.64, 0.92], [0.14, 0.01, 0.24], [0.50, 0.27, 0.23], [-0.19, 0.07, 0.21], [-0.15, -0.72, 0.60], [-0.08, 0.04, 0.10], [-0.61, 0.07, 0.41], [0.12, -0.22, 0.34], [0.03, -0.32, 0.53], [-0.22, -0.32, -0.04], [0.41, -0.50, 0.60], [-1.00, 0.04, 0.54], [-0.43, -0.54, -0.29], [-0.29, 0.63, 0.25], [0.29, -0.12, -0.23], [-1.01, 0.24, -0.35], [0.88, -0.09, 0.11], [-0.38, 0.12, -0.02], [0.21, -0.90, 0.01], [-0.14, 0.17, -0.02], [0.01, -0.04, -0.06], [0.28, 0.04, 0.18], [-0.26, 0.09, 0.08], [0.00, -0.08, -0.17], [0.15, 0.35, -0.13], [0.25, -0.12, 0.24], [0.32, 0.23, 0.03], [0.04, 0.19, -0.22], [0.14, 0.34, 0.08], [-0.05, 0.25, -0.03], [0.70, 0.66, 0.59], [-0.69, -0.33, -0.25], [0.04, -0.51, 0.59], [-0.73, -0.38, -0.76], [0.31, 0.34, -0.60], [0.13, 0.37, 0.31], [0.27, 1.30, -0.10], [-0.56, 0.00, 0.12], [-1.01, 0.16, 0.51], [-0.66, 0.31, 0.19], [0.50, 0.29, -0.11], [0.07, -0.21, -0.17], [0.29, -0.05, 0.31], [-0.15, 0.06, 0.31], [0.32, 0.16, -0.35], [-0.30, -0.06, -1.00], [-0.34, 0.25, 0.95], [-0.45, 0.11, -0.25], [0.38, -0.31, -0.28], [-0.14, -0.20, -0.55], [0.00, -0.16, 0.45], [0.15, 0.05, -0.05], [0.10, 0.04, 0.08], [-0.16, -0.27, -0.15], [0.84, -0.39, -0.21], [-0.06, -0.04, -0.04], [0.17, -0.28, -0.04], [0.07, 0.02, -0.20], [0.03, -0.37, 0.03], [0.13, -0.21, 0.56], [0.20, -0.05, 0.00], [0.56, -0.20, 0.05], [0.07, 0.05, -0.25], [-0.05, -0.07, 0.30]],
  "mulliken_spin": [2.6644, 0.0093, 0.0207, 0.0072, 0.0913, 0.0207, 0.0073, 0.0244, 0.0848, 0.0127, -0.0163, 0.0255, 0.1186, -0.0008, -0.0156, 0.0006, -0.0018, -0.0052, -0.0115, 0.0022, -0.0045, -0.0092, -0.0175, -0.0432, 0.0185, -0.0071, 0.0150, 0.0014, 0.0024, 0.0199, 0.0214, -0.0032, 0.0006, 0.0006, -0.0008, 0.0011, 0.0012, -0.0001, 0.0000, 0.0003, 0.0012, -0.0038, 0.0015, 0.0154, 0.0157, 0.0991, -0.0029, 0.0033, 0.6459, 0.0623, 0.0081, 0.0029, 0.0032, 0.0078, -0.0023, 0.0855, 0.0039, -0.0105, 0.0319, -0.0058, -0.0040, 0.0001, 0.0007, 0.0091, 0.0022, 0.0014, -0.0020, 0.0002, 0.0003, -0.0001, -0.0139, 0.0007, 0.0000, 0.0013, 0.0004, 0.0055]
}